[1]
A 13-piece molecular cluster, H26O13 overall at a distorted geometry, computed with the ωB97M-V functional and the def2-TZVPD basis.

As for the charge: 0. As for the total energy: -27035.80576 eV. Its max |F| is 6.19 eV/Å. The value obtained for the HOMO energy is -9.18 eV.

Each line ends with the Löwdin charge.
Atoms and positions in Å:
H (-2.590, -4.110, -0.961)  0.101
H (1.365, 0.522, 4.900)  0.026
H (-2.077, 2.819, 0.064)  -0.020
H (-3.815, -2.459, -0.528)  0.061
H (5.148, -0.890, 1.010)  0.096
H (2.281, -0.278, 0.082)  0.070
H (-0.627, 0.009, -0.506)  0.007
O (-2.400, 3.671, -0.191)  -0.051
H (-0.596, 2.411, -2.489)  0.029
O (-1.842, -3.444, -1.203)  -0.092
H (-1.961, -2.649, -0.657)  -0.017
O (-3.453, 1.039, 0.032)  -0.064
O (-2.117, -1.846, 1.834)  -0.021
H (3.555, 2.364, -1.281)  0.072
O (-0.341, 1.488, -2.573)  -0.046
H (-2.218, 3.511, -1.131)  0.020
H (0.115, -1.195, 0.251)  0.126
H (-4.943, -1.267, -0.534)  0.021
O (2.597, 2.615, -1.445)  -0.119
H (-1.226, 1.052, -2.520)  0.049
O (-0.465, -0.341, 0.348)  -0.057
O (3.465, -2.438, -1.493)  -0.059
H (4.386, -2.488, -1.234)  0.024
H (-2.727, -1.298, 1.453)  -0.040
H (-4.260, 1.052, -0.625)  0.116
H (0.835, 2.396, 2.401)  0.078
O (0.111, 1.925, 1.857)  -0.110
H (0.429, 1.009, 2.009)  -0.006
H (3.143, -3.347, -1.343)  0.057
H (2.563, 1.011, -0.442)  -0.034
O (4.614, -0.798, 0.141)  -0.128
H (-2.836, 0.558, -0.484)  -0.030
H (2.625, 2.640, -2.477)  0.103
O (1.177, -0.056, 4.159)  -0.091
H (0.343, -0.601, 4.406)  0.098
H (-1.343, -1.832, 1.255)  -0.002
O (2.907, 0.161, -0.575)  -0.099
O (-4.212, -1.641, -1.001)  -0.076
H (4.121, -1.620, 0.266)  0.007

Force components x, y, z for each atom (eV/Å):
2.117 1.917 -0.479
-0.184 0.021 0.255
0.111 -0.931 1.566
-1.685 2.305 -0.921
-0.552 0.610 -1.948
1.479 0.223 -1.325
0.461 0.485 -1.565
0.304 0.314 -1.408
0.371 0.294 0.060
-1.775 -1.535 0.628
-0.073 -0.515 -0.121
-3.344 0.601 -1.365
2.354 -3.083 1.563
-1.577 0.489 -0.083
-1.520 -0.637 0.282
-0.424 0.991 -0.066
-1.416 2.674 -0.383
-0.594 -0.149 0.946
2.151 0.266 -2.857
1.042 0.264 -0.382
1.755 -3.195 1.309
-0.676 -1.341 0.115
0.427 0.218 -0.281
-2.328 2.591 -1.533
2.264 0.205 2.065
-1.882 -0.634 -1.340
2.500 0.366 1.697
-0.700 0.478 -0.316
0.090 0.485 -0.321
-0.903 2.415 -0.475
4.092 -2.074 4.163
1.040 -1.075 -0.588
-0.441 -0.141 2.774
-2.008 -1.664 0.142
2.179 1.616 -0.496
-0.584 0.394 0.427
-3.541 -1.433 0.785
2.042 -2.139 -0.012
-0.571 0.325 -0.508

[2]
C6H15NO2 as an isolated structure at a distorted geometry, computed with the ωB97M-V functional and the def2-TZVPD basis.

As for the charge: 0. As for the total energy: -12047.74155 eV. Its max |F| is 4.62 eV/Å. The value obtained for the HOMO energy is -8.92 eV.

Each line ends with the Löwdin charge.
Atoms and positions in Å:
C (-1.804, -0.283, 0.560)  -0.460
H (-2.571, 0.150, 1.222)  0.146
H (0.204, -1.527, 0.344)  0.169
C (2.167, -0.096, 0.966)  -0.052
C (1.147, -0.750, 0.021)  -0.475
H (-0.135, -0.165, -1.608)  0.124
O (-1.152, -1.338, 1.217)  -0.136
H (2.850, 0.527, 0.382)  0.085
H (1.691, 0.539, 1.712)  0.074
H (-0.885, 2.801, -0.805)  0.079
C (-0.829, 0.855, 0.147)  -0.321
C (0.309, 0.306, -0.728)  -0.139
H (2.287, -1.106, -1.651)  0.074
N (1.776, -1.639, -0.954)  0.028
H (-2.047, 1.636, -1.459)  0.083
C (-1.572, 1.993, -0.546)  -0.059
H (-2.345, 2.401, 0.106)  0.081
H (2.423, -2.281, -0.509)  0.072
H (0.055, -1.059, 1.282)  0.198
H (-0.402, 1.239, 1.081)  0.136
H (-2.436, -1.719, -0.578)  0.104
H (0.951, 1.125, -1.068)  0.120
H (2.771, -0.853, 1.469)  0.077
O (-2.451, -0.754, -0.604)  -0.005

Force components x, y, z for each atom (eV/Å):
0.305 0.750 0.022
0.075 -0.155 -0.019
3.256 1.253 -0.953
-0.456 -0.430 0.196
-0.865 -1.072 -1.099
0.044 -0.002 -0.002
2.123 0.901 1.246
-0.130 -0.026 -0.110
0.052 0.029 0.125
-0.002 -0.006 0.010
0.042 -0.274 -0.043
-0.150 -0.124 0.322
0.104 -0.025 0.032
0.209 0.019 -0.265
-0.017 -0.013 -0.031
0.036 -0.133 0.115
-0.037 0.020 -0.029
0.001 0.072 -0.041
-4.550 -0.705 0.346
-0.037 0.021 0.057
-0.003 0.139 0.111
0.032 0.022 -0.018
-0.064 0.037 0.104
0.032 -0.298 -0.075

[3]
A 3-piece molecular cluster, C4H7NO overall at a distorted geometry, computed with the ωB97M-V functional and the def2-TZVPD basis.

As for the charge: 0. As for the total energy: -7796.09400 eV. Its max |F| is 1.15 eV/Å. The value obtained for the HOMO energy is -10.40 eV.

Each line ends with the Löwdin charge.
Atoms and positions in Å:
H (0.657, 0.026, 2.126)  0.032
H (-0.070, -0.017, 2.285)  0.052
O (2.291, 0.063, 0.665)  -0.057
H (0.369, -0.842, -1.179)  0.053
N (-1.654, 1.974, -0.736)  0.150
H (2.158, 0.904, -1.163)  0.090
H (-2.434, -1.053, 0.095)  0.104
H (0.979, 1.528, 0.159)  0.066
C (-0.487, -1.300, -0.697)  0.035
H (-0.414, -2.359, -0.475)  0.077
C (-1.633, 0.825, -0.591)  -0.249
C (-1.569, -0.595, -0.374)  -0.174
C (1.807, 0.846, -0.114)  -0.178

Force components x, y, z for each atom (eV/Å):
-0.150 -0.033 0.105
0.010 0.047 0.075
-0.045 0.398 -0.419
-0.161 -0.100 0.034
0.009 -1.146 0.118
0.016 0.038 0.084
0.114 0.077 -0.010
0.134 -0.087 0.066
-0.179 0.073 -0.009
-0.099 0.107 -0.063
-0.003 0.996 -0.160
0.155 -0.179 -0.046
0.198 -0.190 0.225

[4]
C46H32AsCl2F10MnN7Se as an isolated structure at a distorted geometry, computed with the ωB97M-V functional and the def2-TZVPD basis.

As for the charge: 0. The expectation value of S² is 0.767. As for the total energy: -268371.99460 eV. The spin multiplicity is 2. Its max |F| is 2.22 eV/Å. The value obtained for the HOMO energy (spin up / spin down) is -6.95 / -6.98 eV.

Each line ends with the Löwdin charge.
Atoms and positions in Å:
H (1.882, -3.793, 1.667)  0.102
H (2.312, -2.214, -2.553)  0.088
As (0.128, -2.496, -0.294)  1.403
F (0.213, 2.083, -4.847)  0.116
C (3.399, 1.764, 4.386)  -0.157
H (-3.059, 0.765, 3.327)  0.081
H (3.807, -3.139, 3.033)  0.105
N (-0.046, 0.146, 2.526)  -0.024
H (-0.099, -1.925, -6.068)  0.102
C (-0.019, -2.007, -4.995)  -0.084
N (-2.180, 0.552, -1.028)  -0.072
C (-3.561, 0.346, 2.458)  -0.068
C (-3.313, 1.907, -2.766)  -0.209
C (1.763, 2.504, -1.267)  -0.495
H (-4.347, -0.341, 2.799)  0.099
C (-0.809, -0.862, 3.257)  -0.221
H (-1.467, -4.835, -0.930)  0.095
C (1.078, -7.009, -1.417)  -0.092
C (-3.292, -0.972, 0.478)  -0.196
F (3.385, -0.002, 5.945)  0.110
Mn (-1.021, 0.978, 0.697)  0.627
H (-0.174, -1.713, 3.524)  0.112
H (3.153, -6.523, -1.218)  0.103
H (-1.562, -2.188, 1.766)  0.046
H (-2.647, -1.749, 0.049)  0.066
N (-2.593, -0.370, 1.620)  -0.249
H (-1.051, -7.181, -1.587)  0.101
C (-2.564, 3.571, 1.004)  -0.444
H (4.235, 4.250, -2.742)  0.109
C (-0.220, -6.533, -1.351)  -0.089
H (3.825, 0.700, 1.171)  0.116
C (-0.452, -5.221, -0.979)  -0.124
F (1.249, -1.072, 4.969)  0.059
C (-3.496, 0.088, -0.588)  -0.234
C (0.192, -2.181, -2.231)  -0.400
F (-1.966, 3.505, -5.753)  0.109
F (-4.527, 1.936, -2.158)  -0.002
C (-1.963, -1.417, 2.432)  -0.204
H (5.391, 2.087, -2.426)  0.105
C (-2.045, 2.760, -4.642)  -0.144
H (-3.510, 6.101, 3.112)  0.123
C (3.407, -0.291, 1.272)  -0.097
C (-1.056, -2.154, -2.845)  -0.142
H (1.263, -8.040, -1.682)  0.100
C (1.033, 0.590, 3.190)  -0.222
H (2.117, -2.032, -5.002)  0.105
Cl (4.529, -0.373, -1.457)  0.792
C (4.374, 2.220, -2.092)  -0.099
H (-4.104, 0.909, -0.187)  0.092
H (-4.040, -0.350, -1.434)  0.127
C (-2.234, 4.412, 3.552)  -0.025
C (-1.643, 3.249, 3.051)  -0.081
N (-1.799, 2.809, 1.808)  0.069
H (-4.025, 1.158, 1.901)  0.078
F (-4.307, 3.363, -4.309)  0.092
C (2.323, -0.660, 0.477)  -0.341
C (-0.948, 2.042, -4.178)  -0.146
C (3.949, -1.182, 2.174)  -0.074
C (-3.218, 4.786, 1.429)  -0.374
C (2.823, 0.605, 4.891)  -0.161
C (1.902, -4.845, -0.786)  -0.116
F (3.246, 3.510, 2.778)  0.110
C (0.604, -4.370, -0.673)  -0.376
H (-1.185, -0.416, 4.189)  0.115
H (-2.138, -2.047, -4.686)  0.105
C (-1.165, -2.067, -4.220)  -0.082
C (1.680, 0.049, 4.340)  -0.136
C (1.333, -2.157, -3.016)  -0.102
H (0.878, -0.072, -0.832)  0.064
H (1.866, 4.481, -2.064)  0.110
C (2.399, 3.560, -1.894)  -0.083
F (4.503, 2.290, 4.937)  0.100
H (-1.953, -2.191, -2.231)  0.086
Se (-3.820, 4.452, -0.998)  1.288
F (1.064, 2.393, 1.698)  -0.015
C (-2.206, 1.214, -2.205)  -0.259
H (-2.042, 4.694, 4.575)  0.112
N (1.714, 0.270, -0.361)  0.060
H (2.742, -4.190, -0.586)  0.099
N (-3.937, 5.385, 0.485)  -0.230
C (3.721, 3.424, -2.278)  -0.071
C (1.226, -2.062, -4.393)  -0.074
C (1.785, -1.944, 0.583)  -0.326
C (-3.037, 5.199, 2.755)  0.026
H (-1.009, 2.647, 3.688)  0.121
C (3.391, -2.441, 2.324)  -0.078
C (2.778, 2.365, 3.296)  -0.162
C (2.311, -2.804, 1.543)  -0.129
C (2.138, -6.160, -1.145)  -0.080
N (-2.777, 3.234, -0.263)  -0.212
H (-2.697, -1.889, 3.101)  0.128
C (1.661, 1.780, 2.750)  -0.176
C (2.403, 1.280, -1.026)  -0.278
H (-4.247, -1.422, 0.782)  0.130
C (3.715, 1.153, -1.505)  -0.553
Cl (0.117, 2.679, -0.774)  0.944
C (-1.052, 1.288, -3.028)  -0.201
F (0.042, 0.587, -2.656)  0.043
C (-3.225, 2.673, -3.915)  -0.180
H (4.797, -0.887, 2.773)  0.114

Force components x, y, z for each atom (eV/Å):
0.013 0.061 0.011
0.021 0.035 0.011
0.211 -0.718 -0.322
-0.212 -0.021 0.072
-0.203 -0.136 -0.124
0.046 0.008 0.029
-0.005 -0.070 0.116
-0.744 0.199 -0.987
0.007 0.000 -0.100
-0.039 -0.004 -0.110
0.518 -0.201 1.107
-0.013 0.124 0.002
0.529 -0.242 0.007
0.508 -0.235 0.090
0.067 0.056 -0.018
-0.075 0.049 -0.129
0.022 -0.130 0.010
0.005 -0.094 -0.027
-0.006 0.141 -0.637
0.010 0.095 -0.086
-1.527 -0.839 1.369
-0.239 0.029 0.063
0.071 -0.017 0.002
-0.224 0.256 0.063
-0.171 0.134 0.215
0.214 0.139 -0.183
-0.068 -0.065 -0.001
-0.884 0.665 -1.085
0.046 0.088 -0.064
-0.034 -0.102 -0.048
0.033 0.097 0.019
-0.177 0.305 0.192
0.089 0.048 -0.103
0.119 -0.220 0.140
-0.001 0.185 0.047
-0.023 -0.053 0.114
0.018 -0.044 -0.108
0.647 -0.020 0.140
0.063 -0.038 -0.024
-0.071 -0.117 0.236
-0.013 0.071 0.089
-0.035 -0.101 0.056
-0.103 0.037 0.363
0.021 -0.075 -0.056
0.674 0.318 0.465
0.109 0.009 -0.037
0.202 -0.004 -0.334
0.023 0.040 0.022
-0.053 -0.163 -0.056
-0.090 0.003 0.137
-0.781 1.200 -0.171
0.364 -1.144 -1.185
0.657 -0.699 0.613
-0.006 0.022 0.010
0.061 -0.024 -0.080
-0.080 -0.277 0.343
-0.139 0.085 -0.064
-0.024 0.133 -0.089
-0.113 -0.424 -1.083
0.071 0.284 -0.103
0.151 0.152 0.078
0.046 -0.145 0.072
-0.153 -0.029 0.223
-0.027 -0.177 0.090
-0.103 0.022 -0.039
-0.008 -0.017 -0.066
-0.107 0.154 -0.163
0.191 0.040 0.219
0.342 0.235 -0.187
-0.091 0.108 0.008
-0.154 -0.072 0.114
-0.030 -0.010 -0.015
0.026 0.057 -0.072
0.422 -0.085 0.961
0.559 0.283 0.432
0.009 0.342 -1.033
0.018 -0.026 0.089
-0.365 -0.456 -0.332
-0.007 -0.016 -0.008
-0.170 0.635 0.370
-0.047 -0.103 0.017
0.089 0.054 -0.054
0.045 0.216 -0.106
0.460 -0.252 0.853
0.057 -0.127 0.008
0.072 -0.102 0.049
0.019 -0.140 0.200
-0.102 -0.191 0.012
0.026 -0.086 -0.058
0.088 0.111 0.256
0.001 -0.002 -0.116
-0.384 -0.096 -0.092
0.142 0.231 -0.186
0.064 0.009 0.054
-0.226 0.085 -0.019
-0.044 0.677 -0.033
-0.209 -0.245 0.269
-0.220 0.282 -0.249
0.254 0.001 -0.334
0.081 0.049 0.048